Entry 1:
C3H8OS2 | the ωB97M-V functional and the def2-TZVPD basis

```
14
Properties=species:S:1:pos:R:3:nbo_charge:R:1
C 0.896 1.371 0.770 -0.64
C -0.194 -0.690 -1.679 -0.73
C -0.085 0.262 1.047 -0.57
O 1.332 -1.787 0.295 -0.98
S -3.302 -1.138 0.005 -0.06
S -0.049 -1.390 0.162 1.24
H 1.837 0.825 0.655 0.24
H 0.680 1.775 -0.236 0.21
H 0.838 2.193 1.677 0.23
H -1.108 -0.155 -1.645 0.23
H 0.717 -0.306 -1.781 0.21
H -0.300 -1.482 -2.268 0.21
H -1.251 0.591 0.987 0.20
H -0.010 -0.071 2.010 0.21
```

The value obtained for the LUMO energy (alpha / beta) is -0.107 / -0.108 Ha. As for the energy above the lowest of the compared OMol25 structures with the same formula, charge and spin: 5.236 eV.



Entry 2:
C3H2O2 | the ωB97M-V functional and the def2-TZVPD basis

```
7
Properties=species:S:1:pos:R:3:nbo_charge:R:1
C 0.133 -0.589 -1.061 0.57
C -0.810 0.792 0.738 -0.51
C 0.384 0.473 1.019 0.47
O 1.555 0.404 1.150 -0.57
O -0.626 -1.272 -1.612 -0.40
H 1.198 -0.386 -1.096 0.20
H -1.834 0.578 0.861 0.24
```

The value obtained for the LUMO energy (alpha / beta) is -0.024 / -0.024 Ha. As for the energy above the lowest of the compared OMol25 structures with the same formula, charge and spin: 2.938 eV.



Entry 3:
C39H33ClFeO2P2S4Si | the ωB97M-V functional and the def2-TZVPD basis

```
83
Properties=species:S:1:pos:R:3:mulliken_spin:R:1
Fe -1.066 -0.616 -0.451 0.01
C -2.163 -1.252 3.007 0.00
Si -0.854 -0.534 1.862 0.01
C -0.771 1.268 2.452 -0.01
C -0.675 1.679 3.784 0.00
C -0.799 3.014 4.131 0.00
C -1.046 3.967 3.146 0.00
C -1.135 3.578 1.821 -0.01
C -0.980 2.235 1.479 0.05
P -0.978 1.630 -0.249 0.08
C -2.474 2.307 -1.002 0.32
C -2.743 3.632 -1.200 -0.18
C -4.050 4.058 -1.493 0.43
C -5.115 3.119 -1.489 -0.13
C -4.884 1.793 -1.323 0.30
C -3.505 1.257 -1.221 -0.07
C 0.323 2.725 -0.967 0.00
C 1.288 3.343 -0.172 0.00
C 2.237 4.189 -0.727 0.00
C 2.251 4.423 -2.093 0.00
C 1.296 3.818 -2.897 0.00
C 0.335 2.989 -2.338 0.01
C 0.769 -1.391 2.327 0.00
C 1.161 -1.631 3.646 0.00
C 2.357 -2.270 3.931 0.00
C 3.190 -2.686 2.897 0.00
C 2.815 -2.462 1.583 0.00
C 1.608 -1.826 1.305 0.00
P 1.080 -1.442 -0.400 0.00
C 2.572 -0.518 -0.932 0.00
C 3.445 -0.893 -1.949 0.00
C 4.592 -0.151 -2.205 0.00
C 4.891 0.965 -1.440 0.00
C 4.035 1.338 -0.413 0.00
C 2.887 0.604 -0.167 0.00
C 1.166 -3.037 -1.276 0.00
C 1.215 -3.082 -2.670 0.00
C 1.164 -4.296 -3.337 0.00
C 1.040 -5.478 -2.623 0.00
C 0.955 -5.440 -1.239 0.00
C 1.017 -4.228 -0.567 0.00
H -1.958 -0.870 4.012 0.00
H -3.160 -0.907 2.730 0.00
H -2.141 -2.340 3.055 0.00
H -0.509 0.946 4.567 0.00
H -0.720 3.316 5.168 0.00
H -1.168 5.009 3.415 0.00
H -1.316 4.322 1.055 -0.01
H -1.958 4.373 -1.095 0.00
H -4.252 5.108 -1.656 0.03
H -6.130 3.475 -1.624 0.00
H -5.693 1.073 -1.336 0.02
H -3.306 0.731 -2.172 0.10
H 1.300 3.171 0.897 0.00
H 2.972 4.662 -0.086 0.00
H 2.996 5.078 -2.528 0.00
H 1.287 4.001 -3.964 0.00
H -0.428 2.559 -2.973 -0.02
H 0.518 -1.329 4.466 0.00
H 2.643 -2.451 4.960 0.00
H 4.125 -3.186 3.118 0.00
H 3.458 -2.784 0.771 0.00
H 3.252 -1.777 -2.537 0.00
H 5.257 -0.457 -3.003 0.00
H 5.788 1.538 -1.637 0.00
H 4.259 2.204 0.196 0.00
H 2.234 0.890 0.651 0.00
H 1.253 -2.163 -3.239 0.00
H 1.194 -4.314 -4.420 0.00
H 0.983 -6.425 -3.145 0.00
H 0.815 -6.353 -0.674 0.00
H 0.893 -4.210 0.508 0.00
S -0.670 -0.042 -2.644 0.00
S -1.746 -1.720 -2.416 -0.01
S -3.617 -1.603 -3.050 0.01
S -3.257 -0.027 0.061 0.06
Cl -4.107 -5.012 0.312 0.00
C -3.394 -3.377 0.383 0.00
C -1.939 -3.398 0.843 0.00
O -1.524 -4.240 1.617 0.00
O -1.200 -2.443 0.367 0.01
H -3.973 -2.808 1.109 0.00
H -3.512 -2.912 -0.591 0.00
```

Its spin multiplicity is 2. The expectation value of S² is 0.79. The total charge is -1. The value obtained for the LUMO energy (alpha / beta) is 0.086 / 0.069 Ha. As for the energy above the lowest of the compared OMol25 structures with the same formula, charge and spin: 0.000 eV.



Entry 4:
CH4Cl2N2O3PS | the ωB97M-V functional and the def2-TZVPD basis

```
14
Properties=species:S:1:pos:R:3:nbo_charge:R:1
C -0.695 1.006 -0.159 -0.30
N 3.848 1.605 -0.004 -0.16
N 4.673 2.359 0.073 -0.06
O 0.557 -2.673 -0.116 -1.12
O -1.807 -1.840 0.456 -1.16
O -0.063 -0.225 -0.594 -0.85
P -0.332 -1.561 0.270 2.34
S 2.745 0.578 -0.184 0.21
Cl 0.399 -0.784 2.072 -0.44
Cl -4.015 -0.935 -1.368 -0.45
H -0.056 1.769 -0.748 0.20
H -0.430 1.224 0.978 0.19
H -1.802 0.862 -0.163 0.22
H -3.023 -1.384 -0.513 0.37
```

The total charge is -1. The value obtained for the LUMO energy is 0.107 Ha. As for the energy above the lowest of the compared OMol25 structures with the same formula, charge and spin: 0.000 eV.



Entry 5:
C18H36I2N2O8P | the ωB97M-V functional and the def2-TZVPD basis

```
67
Properties=species:S:1:pos:R:3:nbo_charge:R:1
C -1.263 -4.064 2.483 -0.74
C 0.041 -4.650 2.012 0.80
O 0.069 -5.564 1.191 -0.60
O 1.187 -4.247 2.607 -0.52
C 1.412 -2.836 2.801 -0.08
C 2.163 -2.265 1.608 -0.45
C 1.933 -0.739 1.356 0.21
C 3.317 -0.035 1.550 -0.28
I 3.790 -0.295 3.668 0.04
C 3.371 1.453 1.207 -0.32
C 4.422 2.299 1.938 -0.64
I 3.854 1.680 -0.897 0.05
C 1.291 -0.592 -0.052 -0.10
O -0.095 -0.387 0.123 -0.83
P -0.296 0.741 1.457 1.20
C -1.565 -0.375 2.330 -0.69
C -2.769 -0.654 1.440 -0.55
C -3.585 -1.810 1.932 0.81
O -3.675 -2.157 3.094 -0.62
O -4.249 -2.518 0.964 -0.72
O 1.035 -0.157 2.237 -0.85
H -2.039 -4.471 1.853 0.22
H -1.280 -2.986 2.459 0.25
H -1.446 -4.376 3.506 0.24
H 0.510 -2.272 2.994 0.21
H 2.022 -2.755 3.691 0.19
H 1.893 -2.861 0.745 0.22
H 3.223 -2.440 1.767 0.20
H 4.117 -0.536 1.019 0.21
H 2.409 1.905 1.398 0.25
H 4.041 2.648 2.888 0.22
H 4.621 3.179 1.336 0.21
H 5.366 1.777 2.040 0.21
H 1.366 -1.492 -0.656 0.18
H 1.695 0.192 -0.676 0.17
H -1.381 1.431 0.772 -0.17
H -0.277 1.659 2.577 -0.16
H 0.608 1.612 0.727 -0.18
H -1.911 0.181 3.197 0.21
H -1.131 -1.287 2.712 0.19
H -3.410 0.224 1.413 0.24
H -2.461 -0.838 0.415 0.25
H -4.379 -3.382 1.363 0.49
C -6.269 0.448 -0.912 0.53
O -6.358 1.613 -1.245 -0.63
N -6.900 -0.564 -1.537 -0.43
C -6.782 -1.943 -1.102 -0.41
C -7.729 -0.249 -2.686 -0.41
H -5.659 0.118 -0.056 0.12
H -6.362 -2.556 -1.902 0.19
H -7.768 -2.333 -0.836 0.18
H -6.129 -2.012 -0.234 0.24
H -7.131 0.227 -3.464 0.21
H -8.524 0.442 -2.403 0.21
H -8.166 -1.165 -3.075 0.20
C 5.730 2.857 -4.077 0.53
O 5.187 1.788 -4.252 -0.62
N 5.183 4.046 -4.392 -0.43
C 5.867 5.298 -4.154 -0.40
C 3.854 4.058 -4.980 -0.42
H 6.732 2.946 -3.621 0.10
H 5.288 5.924 -3.472 0.20
H 6.012 5.839 -5.092 0.19
H 6.841 5.106 -3.707 0.21
H 3.139 3.590 -4.303 0.23
H 3.850 3.499 -5.916 0.21
H 3.553 5.085 -5.169 0.20
```

The total charge is -1. The value obtained for the LUMO energy is 0.081 Ha.



Entry 6:
C22H34N2O5 | the ωB97M-V functional and the def2-TZVPD basis

```
63
Properties=species:S:1:pos:R:3:nbo_charge:R:1
C -4.646 -4.137 -1.406 -0.60
C -5.891 -3.715 -0.623 -0.42
C -5.628 -3.607 0.856 -0.09
C -6.016 -4.604 1.736 -0.18
C -5.744 -4.524 3.098 -0.24
C -5.072 -3.422 3.590 -0.20
C -4.672 -2.402 2.732 -0.31
C -4.948 -2.498 1.375 0.37
O -4.593 -1.547 0.460 -0.52
C -3.875 -0.417 0.921 -0.06
C -3.598 0.470 -0.286 -0.51
C -2.449 1.410 0.019 0.69
O -2.660 2.526 0.472 -0.64
N -1.190 0.934 -0.184 -0.44
C -0.895 -0.372 -0.757 -0.42
C -0.052 1.807 0.052 -0.23
C 0.634 1.488 1.386 -0.05
C -0.131 2.045 2.573 -0.61
N 1.996 2.002 1.385 -0.62
C 2.981 1.374 0.695 0.65
O 2.781 0.372 0.034 -0.63
C 4.365 2.010 0.845 -0.15
O 5.304 1.509 -0.052 -0.52
C 5.079 1.930 -1.389 -0.07
C 6.151 1.324 -2.274 -0.27
C 7.555 1.818 -1.914 -0.44
C 7.659 3.144 -2.677 -0.07
O 6.657 3.118 -3.698 -0.54
C 6.024 1.843 -3.699 -0.06
H -4.861 -4.206 -2.474 0.21
H -3.842 -3.414 -1.267 0.21
H -4.289 -5.110 -1.067 0.20
H -6.249 -2.756 -1.001 0.22
H -6.689 -4.443 -0.783 0.21
H -6.546 -5.464 1.343 0.21
H -6.060 -5.317 3.763 0.21
H -4.854 -3.340 4.647 0.21
H -4.153 -1.544 3.134 0.22
H -4.450 0.131 1.672 0.19
H -2.937 -0.743 1.388 0.17
H -3.386 -0.169 -1.143 0.23
H -4.467 1.081 -0.516 0.24
H -1.513 -1.156 -0.321 0.21
H -1.031 -0.379 -1.842 0.20
H 0.147 -0.611 -0.547 0.23
H 0.663 1.662 -0.758 0.21
H -0.400 2.839 0.045 0.23
H 0.710 0.401 1.470 0.21
H -1.161 1.693 2.557 0.23
H 0.332 1.743 3.513 0.21
H -0.170 3.136 2.528 0.21
H 2.198 2.855 1.879 0.40
H 4.270 3.103 0.759 0.17
H 4.726 1.785 1.851 0.21
H 4.091 1.599 -1.723 0.19
H 5.116 3.028 -1.440 0.17
H 6.074 0.237 -2.224 0.22
H 7.687 1.936 -0.840 0.23
H 8.300 1.108 -2.273 0.21
H 7.461 4.006 -2.035 0.17
H 8.641 3.280 -3.134 0.18
H 6.525 1.167 -4.402 0.17
H 4.993 1.981 -4.027 0.19
```

As for the SMILES: CCc1ccccc1OCCC(=O)N(C)C[C@H](C)NC(=O)COC[C@@H]1CCOC1. The value obtained for the LUMO energy is 0.022 Ha. As for the energy above the lowest of the compared OMol25 structures with the same formula, charge and spin: 0.180 eV.